C26H39N5O3PdS | ωB97M-V/def2-TZVPD

## Properties
* max |F|: 1.49 eV Å⁻¹
* energy relative to the best compared isomer or geometry (same formula, charge and spin): 136.27 kJ/mol
* Kohn-Sham gap (alpha / beta): 5.15 / 5.80 eV
* 2S+1: 3
* E_LUMO (alpha / beta): -0.02661 / -0.02663 Ha

XYZ file:
```
75
Properties=species:S:1:pos:R:3:lowdin_spin:R:1
Pd 0.43 0.71 -0.22 0.585
O -1.33 -0.62 1.06 0.019
C -1.90 -0.08 2.24 0.001
C -1.41 1.43 2.46 0.001
O -1.84 2.04 3.43 0.002
O -0.68 1.90 1.55 0.015
C -1.61 -0.97 3.43 0.000
C -1.01 -2.22 3.25 0.001
C -0.83 -3.07 4.33 0.000
C -1.25 -2.69 5.60 0.000
C -1.83 -1.44 5.78 0.000
C -2.02 -0.60 4.70 0.000
C -3.40 -0.13 2.02 0.000
C -4.26 0.96 2.16 0.000
C -5.62 0.81 1.95 0.000
C -6.15 -0.42 1.58 0.000
C -5.30 -1.50 1.42 0.000
C -3.95 -1.35 1.64 0.000
H -0.34 -0.61 1.12 0.008
H -0.68 -2.53 2.27 0.000
H -0.39 -4.04 4.18 0.000
H -1.13 -3.36 6.43 0.000
H -2.16 -1.14 6.76 0.000
H -2.47 0.37 4.83 0.000
H -3.88 1.92 2.46 0.000
H -6.28 1.66 2.07 0.000
H -7.22 -0.53 1.43 0.000
H -5.69 -2.47 1.15 0.000
H -3.29 -2.20 1.52 0.000
C 3.91 -0.57 -0.37 0.047
C 2.90 -0.47 0.80 0.119
C 3.36 -1.44 1.92 0.034
C 2.93 0.98 1.37 0.030
N 1.62 -0.83 0.35 1.031
H 4.93 -0.43 -0.01 0.006
H 3.68 0.18 -1.12 0.000
H 3.83 -1.55 -0.84 0.002
H 4.38 -1.19 2.22 0.004
H 3.34 -2.46 1.57 0.001
H 2.70 -1.34 2.78 0.001
H 3.81 1.14 1.97 0.004
H 2.04 1.13 2.00 0.001
H 2.92 1.69 0.54 0.000
C -0.08 5.50 -2.49 0.001
N 0.03 4.06 -2.64 0.008
C 0.66 3.30 -1.66 0.013
N 0.68 3.73 -0.38 0.012
S 1.44 1.89 -2.14 0.037
H -0.46 5.92 -3.42 0.000
H 0.88 5.97 -2.25 0.000
H -0.80 5.73 -1.70 0.000
H 0.38 3.78 -3.55 0.001
H 0.02 4.43 -0.08 0.000
H 0.84 2.99 0.31 0.000
C -4.11 -0.37 -2.28 0.000
C -2.84 -0.72 -1.47 0.000
N -1.83 0.29 -1.68 0.001
C -1.55 0.42 -3.09 0.000
C -2.78 1.03 -3.80 0.000
N -3.92 1.00 -2.83 0.000
C -3.65 1.94 -1.72 0.001
C -2.27 1.56 -1.13 0.007
H -5.00 -0.38 -1.66 0.000
H -4.27 -1.05 -3.12 0.000
H -2.43 -1.68 -1.77 0.000
H -3.05 -0.77 -0.40 0.000
H -1.32 -0.58 -3.47 0.000
H -0.66 1.04 -3.22 0.000
H -3.07 0.46 -4.69 0.000
H -2.61 2.07 -4.08 0.000
H -4.77 1.29 -3.32 0.000
H -4.45 1.85 -0.98 0.000
H -3.65 2.96 -2.11 0.000
H -2.32 1.47 -0.04 0.001
H -1.53 2.32 -1.38 0.004
```